No. 1
Molecular formula: C22H17CuN6O2
Method: DFT, the ωB97M-V functional and the def2-TZVPD basis

Each line ends with the Mulliken spin population.
Element x y z (Å)
Cu (7.49631, 8.22839, 10.78684)  0.0240
O (11.18450, 7.15481, 8.52028)  0.0146
C (10.09089, 7.14842, 9.05486)  0.0673
N (9.67337, 8.15238, 11.29502)  0.0537
C (9.76978, 7.98206, 12.77177)  0.0282
C (8.44776, 7.64758, 13.36468)  -0.0146
C (8.45425, 7.42866, 14.71533)  0.0075
C (7.26430, 7.14494, 15.40525)  -0.0024
C (6.16616, 6.79886, 14.60196)  0.0003
C (6.20748, 7.00979, 13.23466)  -0.0023
N (7.32403, 7.47730, 12.62773)  0.0042
C (8.86784, 7.35423, 8.28877)  -0.0042
C (9.06161, 7.21084, 6.90137)  0.0027
C (7.99892, 7.31704, 6.03834)  -0.0003
C (6.77866, 7.76662, 6.52908)  0.0016
C (6.61862, 7.95559, 7.90801)  -0.0014
N (7.64691, 7.74443, 8.74713)  0.0045
H (10.52536, 7.26373, 13.08809)  -0.0025
H (10.11092, 8.92923, 13.21027)  -0.0044
H (9.40889, 7.58901, 15.23952)  -0.0007
H (7.21429, 7.11920, 16.51220)  0.0001
H (5.25929, 6.43694, 15.07311)  -0.0007
H (5.32673, 6.87939, 12.59425)  -0.0003
H (10.06670, 7.12417, 6.53890)  0.0006
H (8.12569, 7.10225, 4.97808)  0.0005
H (5.95781, 8.02286, 5.86637)  0.0000
H (5.68689, 8.29041, 8.32987)  0.0001
O (8.36923, 10.33240, 10.17381)  -0.0002
C (9.67519, 10.31304, 10.17962)  -0.0028
C (10.37514, 11.26668, 9.39641)  -0.0008
C (11.74500, 11.16527, 9.12111)  0.0009
C (12.48626, 10.19904, 9.77568)  -0.0001
C (11.81932, 9.33447, 10.65524)  0.0061
C (10.46532, 9.28750, 10.81014)  -0.0014
C (9.90294, 6.86577, 10.54643)  -0.1089
N (8.76626, 5.99292, 10.62723)  0.3323
C (9.22491, 4.83694, 11.10581)  0.0370
C (10.64512, 4.79589, 11.22298)  0.3537
N (11.03266, 6.02669, 10.93308)  0.2156
H (9.78160, 12.07018, 9.00103)  -0.0002
H (12.25274, 11.78521, 8.40338)  0.0001
H (13.57613, 10.17143, 9.68248)  -0.0001
H (12.45788, 8.67779, 11.26053)  0.0015
H (8.55450, 3.99056, 11.23727)  0.0053
H (11.31751, 3.95456, 11.54058)  0.0041
H (11.95862, 6.40245, 11.06253)  -0.0173
N (4.48107, 8.78602, 10.34742)  -0.0011
C (5.61042, 8.54229, 10.65414)  0.0002

Values from the calculation:
**Relative energy (zero: lowest compared OMol25 entry of this formula, charge and spin)**: 323.1 kJ/mol
**E_tot**: -80763.445 eV
**⟨S²⟩**: 0.766
**Multiplicity**: 2
**Charge**: -1
**Highest occupied orbital energy (alpha / beta)**: -2.9 / -2.8 eV


No. 2
Molecular formula: C22H17I2InN5O2S3
Method: DFT, the ωB97M-V functional and the def2-TZVPD basis

Each line ends with the Mulliken charge.
Element x y z (Å)
In (0.11300, -0.63553, -0.39399)  0.7103
O (-0.54797, 0.07561, 4.12422)  -0.6657
C (0.76412, -0.02872, 4.41882)  0.4364
C (1.09648, -0.08928, 5.77075)  -0.7396
C (2.41146, -0.23288, 6.15412)  -0.2977
C (3.43501, -0.29598, 5.20480)  -0.8074
C (3.11991, -0.19733, 3.87210)  -0.3910
C (1.78528, -0.06716, 3.45206)  0.2388
C (1.49806, 0.05556, 2.02648)  1.0738
O (0.25692, -0.08006, 1.61233)  -0.6872
N (2.49812, 0.33915, 1.20154)  -1.2018
N (2.01465, 0.38492, -0.05814)  0.5506
C (2.59939, 0.96144, -1.02953)  -0.4974
C (1.85233, 1.06578, -2.29298)  0.9141
C (2.36767, 1.73324, -3.38993)  -0.9364
C (1.57260, 1.88190, -4.51593)  -0.2818
C (0.29225, 1.35108, -4.52023)  -0.8865
C (-0.14932, 0.68353, -3.39215)  -0.0123
N (0.60906, 0.55424, -2.30336)  0.1145
H (-0.64900, 0.02413, 3.16243)  0.4433
H (0.29752, -0.02799, 6.49687)  0.4581
H (2.65072, -0.30285, 7.20731)  0.3904
H (4.46313, -0.41274, 5.51656)  0.4131
H (3.89456, -0.21912, 3.11857)  0.4462
H (3.56624, 1.44139, -0.91127)  0.4366
H (3.37291, 2.13084, -3.35400)  0.4597
H (1.94965, 2.40915, -5.38189)  0.4442
H (-0.35532, 1.44919, -5.37918)  0.4242
H (-1.13568, 0.23744, -3.35121)  0.4748
I (-2.76856, 0.43484, -0.25140)  0.1730
C (-2.54287, 2.53001, 0.07170)  -0.8881
I (-0.55072, 3.20967, 0.14493)  0.1133
H (-3.01692, 2.74659, 1.02032)  0.4366
H (-3.04552, 3.01976, -0.75182)  0.4405
S (1.65117, -7.07184, 1.07643)  -0.2665
C (0.73801, -5.90507, 0.39626)  0.1357
S (1.38581, -4.64386, -0.62416)  -0.0555
C (-0.17735, -3.90963, -0.71641)  0.2007
N (-1.09950, -4.53293, -0.08373)  -0.7497
N (-0.61184, -5.65445, 0.51414)  0.6327
C (-1.56426, -6.45917, 1.23128)  0.5091
C (-2.54796, -5.81232, 1.96380)  -0.2984
C (-3.51765, -6.56121, 2.61002)  -0.5474
C (-3.50056, -7.94671, 2.52390)  -0.4737
C (-2.50297, -8.57916, 1.79827)  -0.6293
C (-1.52830, -7.84018, 1.14366)  -0.4421
S (-0.51671, -2.49070, -1.70032)  -0.2533
H (-2.54886, -4.73298, 2.02410)  0.4353
H (-4.28353, -6.05837, 3.18519)  0.3584
H (-4.26711, -8.53035, 3.01566)  0.3874
H (-2.47986, -9.65864, 1.73279)  0.3699
H (-0.75920, -8.33599, 0.57294)  0.3875

Values from the calculation:
**E_tot**: -88510.488 eV
**Charge**: +1
**Highest occupied orbital energy**: -10.2 eV


No. 3
Molecular formula: C22H17N3O4PtSSe4
Method: DFT, the ωB97M-V functional and the def2-TZVPD basis

Each line ends with the Mulliken spin population.
Element x y z (Å)
Pt (0.47537, 0.38438, 0.24997)  0.8472
O (-2.54717, 1.35475, 2.85368)  0.0081
C (-1.60832, 0.82120, 2.29443)  0.0086
O (-0.58216, 1.41522, 1.77931)  0.0861
C (-1.55156, -0.69749, 2.23509)  0.0062
C (-2.39621, -1.46713, 3.05673)  0.0115
C (-2.24413, -2.82130, 3.05797)  -0.0073
C (-1.26302, -3.42273, 2.23573)  -0.0124
C (-1.04748, -4.82026, 2.19210)  -0.0015
C (-0.08422, -5.34564, 1.38079)  0.0019
C (0.71349, -4.49854, 0.57993)  0.0066
C (0.53096, -3.14535, 0.59835)  0.0408
C (-0.46503, -2.58222, 1.42535)  -0.0323
N (-0.64595, -1.23228, 1.45721)  0.1577
H (-3.12052, -0.94517, 3.66421)  0.0019
H (-2.85558, -3.45106, 3.69433)  -0.0001
H (-1.65852, -5.46167, 2.81724)  0.0007
H (0.07612, -6.41594, 1.34941)  0.0002
H (1.47674, -4.93221, -0.05395)  0.0004
H (1.12202, -2.47936, -0.01569)  -0.0136
Se (2.21533, 0.12635, 1.93630)  0.4700
Se (4.27348, -0.03349, 1.15116)  0.9146
Se (3.78398, 0.10024, -1.79703)  0.9247
Se (1.58183, -0.04803, -1.88476)  0.4651
C (-5.66177, 5.33239, 0.60000)  -0.0001
C (-4.45245, 4.62119, 0.05484)  0.0023
C (-4.40419, 4.20421, -1.27312)  -0.0007
C (-3.30073, 3.52512, -1.76250)  0.0010
C (-2.23374, 3.26958, -0.91223)  -0.0008
C (-2.24659, 3.69382, 0.40828)  0.0023
C (-3.35996, 4.36285, 0.88096)  -0.0008
S (-0.91797, 2.27067, -1.51770)  -0.0036
O (0.32456, 2.63640, -0.84775)  0.0641
O (-0.92513, 2.31344, -2.95294)  0.0140
N (-1.24102, 0.75986, -0.94120)  0.0499
C (-1.77412, -0.23976, -1.78386)  -0.0136
C (-2.79352, 0.03477, -2.70941)  -0.0022
C (-3.32565, -1.00195, -3.44273)  0.0011
C (-2.87395, -2.29906, -3.23328)  -0.0007
C (-1.88907, -2.48092, -2.28664)  0.0006
N (-1.34630, -1.48496, -1.58297)  0.0033
H (-6.46201, 5.37460, -0.13783)  0.0000
H (-5.41223, 6.35504, 0.89094)  0.0002
H (-6.03328, 4.81926, 1.48855)  0.0001
H (-5.23902, 4.41040, -1.93231)  0.0000
H (-3.24996, 3.20790, -2.79660)  0.0004
H (-1.41102, 3.47771, 1.05864)  -0.0017
H (-3.38765, 4.67081, 1.91956)  0.0000
H (-3.13389, 1.04864, -2.84720)  -0.0004
H (-4.09968, -0.80333, -4.17337)  0.0001
H (-3.27525, -3.13770, -3.78576)  0.0001
H (-1.49516, -3.47049, -2.07182)  0.0001

Values from the calculation:
**E_tot**: -311217.289 eV
**⟨S²⟩**: 6.027
**Multiplicity**: 5
**Highest occupied orbital energy (alpha / beta)**: -8.0 / -8.5 eV


No. 4
Molecular formula: C22H17N4OTeW
Method: DFT, the ωB97M-V functional and the def2-TZVPD basis

Each line ends with the Mulliken spin population.
Element x y z (Å)
W (0.26748, 0.05634, -1.48383)  2.0307
N (-1.26688, -0.92882, -0.27260)  0.0775
C (-1.13141, -1.30658, 1.13604)  0.0397
C (-2.28898, -1.33770, 1.89764)  -0.0007
C (-2.23118, -1.71267, 3.22826)  0.0021
C (-1.00697, -2.05322, 3.78113)  -0.0003
C (0.14058, -2.00994, 3.01045)  0.0036
C (0.11382, -1.63922, 1.66203)  -0.0758
C (1.39908, -1.52132, 0.92626)  -0.0459
C (2.45489, -2.37065, 1.25687)  0.0071
C (3.72252, -2.18158, 0.72776)  0.0078
C (3.98601, -1.09457, -0.09681)  0.0073
C (2.93823, -0.26138, -0.43897)  -0.0052
C (1.61616, -0.49035, -0.01184)  -0.0295
H (-2.12001, -0.37775, -0.37259)  0.0116
H (-1.44850, -1.78323, -0.81009)  0.0197
H (-3.23874, -1.07556, 1.44584)  0.0005
H (-3.13233, -1.73572, 3.82473)  0.0006
H (-0.94081, -2.33683, 4.82241)  -0.0001
H (1.09242, -2.23152, 3.47207)  -0.0001
H (2.28475, -3.20431, 1.92506)  0.0010
H (4.51100, -2.87701, 0.98249)  0.0007
H (4.98567, -0.90670, -0.46301)  0.0003
H (3.13807, 0.59513, -1.07696)  -0.0144
Te (0.49685, 2.61538, -1.65099)  -0.2091
C (-0.82039, 2.88524, -0.01529)  0.0882
C (-0.28937, 3.13196, 1.24705)  0.0173
C (-1.14000, 3.29706, 2.33074)  -0.0019
C (-2.51432, 3.21321, 2.15815)  0.0080
C (-3.04312, 2.96674, 0.89955)  -0.0047
C (-2.19876, 2.80313, -0.19006)  -0.0279
H (0.78181, 3.18904, 1.39238)  0.0046
H (-0.72823, 3.49178, 3.31177)  -0.0003
H (-3.17421, 3.34651, 3.00484)  0.0004
H (-4.11539, 2.91229, 0.76392)  -0.0002
H (-2.61646, 2.62522, -1.17430)  -0.0007
N (-0.57831, 0.58145, -5.06615)  0.0060
C (-0.25035, -0.08913, -3.98671)  -0.0134
O (-1.08217, -0.47308, -3.10124)  -0.0067
C (1.14928, -0.33748, -3.57574)  0.0783
C (1.28543, -1.66420, -3.03946)  -0.0474
N (1.10883, -2.60320, -2.38782)  0.0613
C (2.22869, 0.30911, -4.25654)  0.0084
N (3.07328, 0.89093, -4.77440)  0.0028
H (0.12129, 0.84448, -5.74408)  -0.0002
H (-1.53925, 0.84871, -5.21797)  -0.0006

Values from the calculation:
**Relative energy (zero: lowest compared OMol25 entry of this formula, charge and spin)**: 76.8 kJ/mol
**E_tot**: -40208.746 eV
**⟨S²⟩**: 2.040
**Multiplicity**: 3
**Charge**: +1
**Highest occupied orbital energy (alpha / beta)**: -11.3 / -11.5 eV